*a*
2 unconnected molecules or ions with the total composition C5H14, computed with the ωB97M-V functional and the def2-TZVPD basis.

Last column: Löwdin charge in e.
Element x y z (Å)
C1 -0.346 -0.059 -3.291  -0.1526
C2 -1.241 0.642 -2.165  -0.1475
H1 0.170 0.646 -3.933  0.0495
H2 0.519 -0.358 -2.690  0.0416
H3 -0.792 -0.973 -3.665  0.0622
H4 -2.254 0.711 -2.544  0.0465
H5 -0.882 1.498 -1.628  0.0484
H6 -1.213 -0.261 -1.530  0.0495
C3 0.854 -0.340 2.403  -0.3217
C4 -0.503 0.358 2.621  -0.1254
C5 1.399 -0.538 0.973  -0.1175
H7 1.676 0.181 2.908  0.0912
H8 0.665 -1.327 2.899  0.1029
H9 -1.240 -0.053 1.938  0.0612
H10 0.972 -1.493 0.628  0.0726
H11 -0.440 1.369 2.202  0.0667
H12 -0.801 0.303 3.662  0.0653
H13 0.991 0.207 0.292  0.0523
H14 2.467 -0.513 0.922  0.0549

The total charge is 0. As for the gap between HOMO and LUMO: 0.4469 Eh. Its structure (SMILES) is CCC.CC.



*b*
2 unconnected molecules or ions with the total composition C5H14, computed with the ωB97M-V functional and the def2-TZVPD basis.

Last column: Löwdin charge in e.
Element x y z (Å)
C1 -1.268 -0.242 2.243  -0.1518
C2 -2.235 0.004 0.980  -0.1796
H1 -1.584 0.491 3.016  0.0773
H2 -1.453 -1.127 2.751  0.0109
H3 -0.263 -0.440 1.789  0.0665
H4 -2.159 -0.638 -0.091  0.1125
H5 -1.926 1.119 0.762  0.0757
H6 -3.232 -0.046 1.352  0.0199
C3 1.463 0.683 -0.990  -0.2648
C4 2.383 -0.532 -1.131  -0.1531
C5 -0.014 0.216 -1.322  -0.1398
H7 1.342 1.036 0.019  0.0819
H8 1.841 1.350 -1.850  0.1265
H9 3.415 -0.208 -0.855  0.0716
H10 -0.310 -0.700 -0.908  0.0210
H11 2.681 -0.863 -2.102  0.0572
H12 2.252 -1.349 -0.463  0.0529
H13 -0.692 0.951 -0.811  0.0440
H14 -0.240 0.293 -2.390  0.0712

The total charge is 0. As for the gap between HOMO and LUMO: 0.4363 Eh. Its structure (SMILES) is CCC.CC.



*c*
2 unconnected molecules or ions with the total composition C5H14, computed with the ωB97M-V functional and the def2-TZVPD basis.

Last column: Löwdin charge in e.
Element x y z (Å)
C1 -0.576 2.808 -1.110  -0.1823
C2 -0.715 3.258 0.313  -0.1902
H1 -0.553 3.753 -1.750  0.0893
H2 0.350 2.294 -1.262  0.0472
H3 -1.331 2.151 -1.479  0.0467
H4 0.263 3.115 0.902  0.0900
H5 -1.295 2.647 0.941  0.0303
H6 -1.022 4.307 0.429  0.0654
C3 0.847 -2.140 0.487  -0.3886
C4 1.050 -3.123 -0.570  -0.1744
C5 -0.446 -1.372 0.828  -0.1536
H7 1.252 -2.497 1.561  0.1358
H8 1.639 -1.279 0.179  0.1368
H9 0.678 -2.760 -1.498  0.0551
H10 0.428 -4.187 -0.339  0.1392
H11 -1.423 -2.064 0.917  0.1044
H12 -0.479 -0.988 1.874  0.0627
H13 2.074 -3.344 -0.555  0.0423
H14 -0.740 -0.581 0.131  0.0440

The total charge is 0. As for the gap between HOMO and LUMO: 0.4270 Eh. Its structure (SMILES) is CCC.CC.



Energies relative to the minimum, kcal/mol: *a* 0.0; *b* 24.6; *c* 14.3